110
Properties=species:S:1:pos:R:3 method="wB97M-V/def2-TZVPD" lumo_ev=-0.45 multiplicity=1 orbital_gap_ev=7.25 fmax_ev_per_a=8.1 de_lowest_kj_mol=2624.7
C -3.5867 -3.1713 3.3599
S -3.3357 -3.6028 1.4934
O -4.4650 -4.5620 1.1132
C -3.7091 -1.9591 0.8232
H -2.8152 -2.4891 3.7168
H -3.4394 -4.0599 3.9738
H -4.4732 -2.5917 3.6173
H -4.7067 -1.6263 1.1098
H -3.6021 -2.0691 -0.2559
H -3.0301 -1.1554 1.1080
C 3.2014 0.2480 0.9787
S 3.2046 0.4153 2.8385
O 2.9022 1.8159 3.2056
C 1.5610 -0.3980 2.9314
H 2.5456 0.9978 0.5363
H 2.9141 -0.7301 0.5929
H 4.1775 0.5399 0.5913
H 1.4754 -1.2952 2.3183
H 0.6989 0.2050 2.6463
H 1.4266 -0.7307 3.9606
C -3.0135 1.4831 4.5222
S -3.8273 0.5801 3.1918
O -2.7727 -0.2000 2.3822
C -4.9739 -0.6559 4.0519
H -2.3297 0.7806 4.9987
H -3.7130 1.9978 5.1808
H -2.4450 2.2992 4.0762
H -5.7010 -0.1869 4.7149
H -4.3815 -1.4333 4.5344
H -5.6550 -1.2286 3.4224
C -2.3772 1.6258 1.5569
S -1.9934 2.8715 0.2897
O -1.9892 2.0188 -0.9760
C -3.7050 3.5481 0.3190
H -1.4751 1.0168 1.4977
H -3.2902 1.0844 1.3091
H -2.4492 2.0335 2.5652
H -4.0086 3.6780 1.3578
H -4.4521 2.8902 -0.1250
H -3.7605 4.4858 -0.2340
C -1.6974 -0.4793 0.1351
S 0.1444 -0.5792 0.4209
O 0.6001 0.7123 1.0497
C 0.8254 -0.5555 -1.3200
H -1.8165 0.4281 -0.4570
H -2.1637 -0.3442 1.1110
H -2.0882 -1.3297 -0.4238
H 1.8916 -0.7678 -1.2406
H 0.6101 0.4103 -1.7773
H 0.3858 -1.2914 -1.9932
C 1.9477 0.0243 -5.9773
S 1.3029 -1.6537 -5.4307
O 2.3177 -2.5167 -4.7383
C 0.2088 -1.0834 -4.0153
H 2.6593 -0.1118 -6.7918
H 2.5986 0.2905 -5.1445
H 1.2663 0.8234 -6.2691
H -0.6443 -0.4702 -4.3057
H 0.7267 -0.4704 -3.2777
H -0.2211 -1.9813 -3.5715
C 4.1489 -4.2508 -2.3243
S 2.7689 -4.5170 -1.1735
O 3.2402 -4.1075 0.2111
C 1.7192 -3.1388 -1.9241
H 4.8020 -5.1219 -2.3782
H 4.7381 -3.4048 -1.9705
H 3.7576 -4.0272 -3.3167
H 2.3160 -2.2271 -1.9505
H 0.7202 -3.0351 -1.5008
H 1.6746 -3.4169 -2.9771
C -0.1905 4.6646 -1.1180
S 1.4995 3.8623 -0.7853
O 2.1618 4.6454 0.3590
C 1.0657 2.1779 -0.0782
H -0.0698 5.7077 -1.4104
H -0.8239 4.6015 -0.2332
H -0.6435 4.1738 -1.9794
H 2.0088 1.7130 0.2093
H 0.4860 1.6306 -0.8215
H 0.5005 2.2584 0.8503
C -0.6558 -1.8758 5.9707
S -0.4198 -2.3240 4.2183
O -1.4706 -3.4067 3.8920
C -0.8205 -0.8189 3.2193
H -1.7185 -1.7581 6.1827
H -0.0860 -0.9742 6.1952
H -0.2069 -2.7207 6.4929
H -0.8577 -1.1097 2.1695
H -0.2520 0.1100 3.2626
H -1.7906 -0.5079 3.6071
C -0.5366 1.9160 -3.3590
S 1.2974 2.0454 -2.9147
O 2.0297 1.0548 -3.8684
C 1.7551 3.7019 -3.5073
H -0.7722 0.8856 -3.0930
H -0.7206 1.9812 -4.4314
H -1.2204 2.5366 -2.7799
H 1.1392 4.4133 -2.9572
H 1.5239 3.8054 -4.5675
H 2.8126 3.8975 -3.3297
C 3.9958 -1.0479 -3.0374
S 4.4678 -0.4317 -1.4062
O 3.7037 -1.2555 -0.3942
C 3.5665 1.1897 -1.5541
H 4.3199 -0.3476 -3.8072
H 2.9084 -1.1102 -3.0815
H 4.6127 -1.9256 -3.2303
H 3.5203 1.7677 -0.6312
H 2.5774 0.8226 -1.8282
H 3.9324 1.7746 -2.3980

102
Properties=species:S:1:pos:R:3 method="wB97M-V/def2-TZVPD" lumo_ev=0.54 multiplicity=1 orbital_gap_ev=10.22 fmax_ev_per_a=2.3 de_lowest_kj_mol=0.0 smiles=OCCO.OCCO.OCCO.CCO.CCO.CCO.CCO.CCO.CCO.CCO.CCO
O -1.0795 2.5387 2.1498
C -0.3154 3.5731 2.8212
C -0.4485 4.9060 2.2119
O -1.8146 5.3376 2.4160
H -2.0320 2.6684 2.3729
H -0.6079 3.5587 3.8994
H 0.7078 3.2388 2.7575
H -0.2141 4.7821 1.1431
H 0.2390 5.6228 2.6335
H -2.1060 5.9146 1.6905
O 2.8180 2.0951 2.6443
C 4.0757 1.5747 2.1839
C 3.9100 0.6594 0.9754
O 3.1991 -0.5613 1.1836
H 2.3557 1.4001 3.1145
H 4.7079 2.4131 1.8699
H 4.6471 1.0925 3.0054
H 4.9039 0.4868 0.5604
H 3.3603 1.2048 0.2280
H 3.7818 -1.1282 1.7088
O -3.8738 2.0568 2.0466
C -4.7395 1.1754 2.7215
C -3.8429 0.1467 3.3664
O -3.1990 -0.6546 2.4128
H -4.1137 2.3041 1.1563
H -5.3437 1.7044 3.4714
H -5.4200 0.7328 1.9665
H -4.3908 -0.5094 4.0371
H -3.1065 0.6624 4.0184
H -2.5477 -0.1534 1.9013
C 2.2571 3.6055 -2.0712
C 1.6778 3.1260 -0.7420
O 2.4492 3.6232 0.3140
H 3.3020 3.3255 -2.2251
H 2.1768 4.6848 -2.1767
H 1.6546 3.1832 -2.8920
H 1.6759 2.0258 -0.7076
H 0.5962 3.3871 -0.6849
H 2.2721 3.1350 1.1323
C 3.3740 -2.1028 -1.7001
C 2.8709 -0.8023 -2.3298
O 2.2768 -1.1878 -3.6101
H 2.5103 -2.7823 -1.6129
H 3.7167 -1.8343 -0.7085
H 4.1745 -2.5393 -2.2688
H 3.6986 -0.1155 -2.4482
H 2.2202 -0.3675 -1.6041
H 1.8588 -0.3962 -4.0114
C -0.3195 -1.6341 4.5049
C 0.2688 -0.4647 3.6383
O 1.3801 0.1403 4.3831
H -1.1678 -2.1134 3.9716
H -0.6764 -1.3483 5.4826
H 0.4554 -2.3847 4.6363
H -0.3941 0.3423 3.2903
H 0.7520 -0.9179 2.7472
H 1.3028 -0.2552 5.2495
C -3.7828 -0.7577 -1.9913
C -4.2676 0.6944 -1.8528
O -3.3961 1.5105 -1.0581
H -3.5094 -1.1781 -1.0058
H -2.8882 -0.7802 -2.6012
H -4.5296 -1.3713 -2.4600
H -5.2070 0.7394 -1.2736
H -4.3384 1.2299 -2.8146
H -2.7944 0.8984 -0.6123
C 1.1265 -4.9448 0.4036
C 0.6337 -4.9592 1.9012
O 1.7639 -4.5645 2.7128
H 0.1865 -5.0941 -0.1558
H 1.8237 -5.7377 0.1557
H 1.5747 -4.0107 0.0803
H 0.3296 -5.9585 2.2546
H -0.1948 -4.2533 2.0191
H 1.5996 -4.6938 3.6375
C 0.0919 -3.4202 -3.7444
C -1.1943 -4.1398 -4.1174
O -2.3411 -3.3011 -3.9431
H 0.1782 -2.5434 -4.3746
H 0.9694 -4.0403 -3.9140
H 0.0578 -3.1024 -2.6863
H -1.2831 -5.0392 -3.5026
H -1.2018 -4.4521 -5.1737
H -2.6810 -3.4149 -3.0666
C -0.0724 -1.5700 -0.1525
C -0.1663 -0.0338 0.0086
O -1.4259 0.3479 0.5887
H -0.9886 -1.8883 -0.6822
H -0.1272 -2.1192 0.7897
H 0.7821 -1.8614 -0.7737
H -0.1272 0.3748 -0.9790
H 0.6676 0.2420 0.6334
H -1.2439 1.1893 1.0823
C -0.5618 1.4392 -3.5197
C 0.1058 1.7803 -4.8829
O 1.3000 0.9848 -5.0424
H -1.4956 1.9781 -3.4420
H 0.0566 1.6885 -2.6509
H -0.7999 0.3800 -3.5635
H 0.3171 2.8515 -4.9436
H -0.6028 1.5271 -5.6631
H 1.7818 1.1984 -5.8488

110
Properties=species:S:1:pos:R:3 method="wB97M-V/def2-TZVPD" lumo_ev=0.04 multiplicity=1 orbital_gap_ev=9.04 fmax_ev_per_a=12.0 de_lowest_kj_mol=1243.5 smiles=OCCO.OCCO.OCCO.OCCO.OCCO.OCCO.OCCO.OCCO.OCCO.OCCO.OCCO
O 36.1090 1.9540 36.7300
C 35.1330 2.8430 37.1900
C 35.5740 4.2490 36.9450
O 34.5260 5.0890 37.3400
H 35.8270 1.6470 35.7980
H 34.1070 2.4630 36.7210
H 34.7200 2.4600 38.3150
H 36.1130 4.3070 35.9670
H 36.5090 4.4550 37.4430
H 33.9550 5.0780 36.6760
O 32.0420 12.1860 30.5550
C 33.3570 11.6670 30.4600
C 33.4490 10.6480 31.5200
O 34.7260 10.0570 31.3960
H 31.5630 11.4400 30.6580
H 33.4120 11.0700 29.4850
H 34.0810 12.3950 30.6890
H 32.7560 9.7350 31.4470
H 33.1570 10.9030 32.6590
H 34.9500 10.3320 30.5560
O 30.1820 6.9850 35.5450
C 31.3780 7.8400 35.6240
C 30.9660 9.3840 35.6940
O 32.1150 10.1220 35.9390
H 29.8130 7.0230 34.7130
H 31.8270 7.6940 36.6070
H 32.1050 7.6590 34.7930
H 30.1190 9.3950 36.4930
H 30.5450 9.4980 34.7770
H 31.8030 10.9730 35.5380
O 39.4750 6.2500 34.8070
C 40.0490 4.9670 34.8890
C 38.9280 3.9460 34.7380
O 39.4820 2.6330 34.4710
H 38.8780 6.4170 35.5700
H 40.7860 4.7880 33.9610
H 40.4210 4.8640 35.8110
H 38.2880 4.1860 33.7150
H 38.3320 4.0890 35.5580
H 39.5420 2.3730 35.3610
O 40.3750 5.6750 29.3820
C 41.3150 6.2910 30.1560
C 40.6850 6.3060 31.6100
O 41.5510 6.9810 32.5210
H 40.5030 5.9060 28.4800
H 42.2780 5.9820 29.9800
H 41.4480 7.3520 29.8580
H 40.6430 5.2690 31.8970
H 39.7550 6.7510 31.6780
H 40.9730 7.2520 33.2200
O 32.9040 6.6420 28.6180
C 33.1590 8.0720 28.7450
C 34.7430 8.1220 28.8960
O 35.3710 9.4220 28.7650
H 33.0760 6.4580 27.6200
H 32.7340 8.4740 27.8420
H 32.8030 8.5820 29.6070
H 35.2630 7.4380 28.2720
H 34.9990 7.9140 29.8890
H 35.1900 9.9060 28.0210
O 36.2410 4.6420 32.7550
C 36.1050 4.7860 31.3650
C 37.5680 4.9180 30.7570
O 37.4920 5.1670 29.3870
H 36.3300 3.7410 32.8940
H 35.5030 4.1220 30.9580
H 35.4930 5.6000 31.0850
H 38.2130 4.1250 30.8060
H 37.9760 5.8880 31.1250
H 38.3890 5.4300 28.9780
O 35.0600 6.6820 34.3280
C 35.3380 7.8740 33.5430
C 36.7070 8.3380 33.8890
O 36.8350 9.6900 33.4240
H 35.6060 5.9560 34.0090
H 35.3130 7.7260 32.4930
H 34.4740 8.6780 33.7860
H 37.6030 7.8240 33.4210
H 36.9620 8.1570 34.8280
H 36.0980 9.6810 32.7380
O 34.3060 13.5710 34.4230
C 35.5470 12.8590 34.6250
C 35.2620 11.7850 35.6580
O 36.2930 10.8960 35.9100
H 34.2600 14.1320 33.5750
H 35.9980 12.3100 33.8230
H 36.3410 13.5040 35.0800
H 34.4630 11.0470 35.4350
H 35.2540 12.1810 36.6360
H 36.6060 10.5380 35.2380
O 31.4970 3.0960 31.8340
C 31.6270 3.5730 33.1230
C 32.6620 4.6350 33.2650
O 33.0570 4.9200 34.5990
H 30.7620 2.5790 31.8220
H 30.6670 3.9800 33.4820
H 31.7940 2.5180 33.6420
H 32.4590 5.5390 32.6730
H 33.6130 4.2620 32.6720
H 33.4690 5.8390 34.5800
O 36.4700 10.7040 38.8760
C 36.8410 9.4530 39.2980
C 35.7890 8.5150 38.6220
O 36.3710 7.1950 38.6440
H 36.4030 10.8650 37.9580
H 37.9970 9.3470 39.0180
H 36.8820 9.4930 40.4970
H 35.8720 8.6880 37.4070
H 34.7720 8.6820 39.0360
H 35.4540 6.4730 38.3630

103
Properties=species:S:1:pos:R:3 method="wB97M-V/def2-TZVPD" lumo_ev=-0.06 multiplicity=1 orbital_gap_ev=9.10 fmax_ev_per_a=2.9 de_lowest_kj_mol=480.3 smiles=COC[C@H](C)N.COC[C@H](C)N.COC[C@H](C)N.COC[C@H](C)N.COC[C@H](C)N.CCO.O.O.O
C 10.2023 8.1242 -3.6406
O 10.4315 7.6156 -2.3509
C 9.2918 7.2514 -1.6293
C 9.7980 6.3346 -0.5553
C 10.5075 5.1082 -0.9719
N 8.6794 5.7449 0.2174
H 9.4150 8.8652 -3.5025
H 9.7948 7.3915 -4.3372
H 11.0443 8.6909 -4.0380
H 8.8409 8.1670 -1.2468
H 8.4976 6.7252 -2.1590
H 10.2445 6.9458 0.2290
H 10.9607 5.2268 -1.9561
H 9.9059 4.2165 -1.1482
H 11.1949 4.7132 -0.2238
H 9.1250 5.4597 1.0778
H 8.1519 6.5128 0.6077
C 1.5215 5.8567 4.1493
O 2.5375 6.5670 3.3557
C 2.7661 5.9714 2.0704
C 2.8885 7.0148 0.9445
C 1.5461 7.3081 0.3243
N 3.6939 6.5482 -0.1146
H 1.2150 6.2629 5.1132
H 1.8254 4.9001 4.5742
H 0.5900 5.7262 3.5986
H 3.6649 5.3617 2.1625
H 2.0294 5.2410 1.7360
H 3.3209 7.9120 1.3874
H 0.8837 7.5001 1.1684
H 1.1498 6.4952 -0.2842
H 1.4420 8.2555 -0.2045
H 4.5998 6.2342 0.2031
H 3.9952 7.2462 -0.7796
C 2.6475 13.0637 2.6680
O 2.1076 13.8612 1.5517
C 3.0770 14.1617 0.5653
C 2.7510 15.4469 -0.2581
C 3.9416 15.7805 -1.2530
N 2.6215 16.6144 0.6103
H 3.5453 13.5070 3.0988
H 2.7748 12.0823 2.2112
H 1.9453 12.9610 3.4954
H 4.0627 14.2600 1.0200
H 3.1718 13.3278 -0.1302
H 1.8651 15.2176 -0.8503
H 4.2914 14.9497 -1.8659
H 4.6483 16.2106 -0.5432
H 3.7673 16.5651 -1.9892
H 3.5289 16.8070 1.0099
H 2.2022 16.2985 1.4732
C 7.0923 15.9637 3.0546
O 6.0573 16.7538 3.5144
C 5.8638 16.7157 4.9489
C 4.4691 17.1769 5.4162
C 4.1455 18.5579 5.0570
N 4.2803 17.0320 6.8613
H 6.9506 15.7557 1.9941
H 7.1964 14.9951 3.5435
H 8.0204 16.5333 3.1020
H 6.0619 15.6990 5.2883
H 6.6489 17.3067 5.4205
H 3.7587 16.5924 4.8316
H 4.8159 19.1659 5.6645
H 3.0904 18.7646 5.2365
H 4.3012 18.8762 4.0262
H 3.3276 16.9513 7.1870
H 4.6094 17.9209 7.2101
C 6.2765 13.9033 -7.0988
O 6.7034 15.0373 -6.5001
C 8.0569 14.8717 -6.0750
C 8.4849 16.3530 -5.8438
C 8.6319 17.2614 -7.0713
N 9.7393 16.2835 -5.1066
H 6.8836 13.6873 -7.9780
H 5.1979 14.0193 -7.2056
H 6.3400 13.1506 -6.3131
H 8.0609 14.2340 -5.1910
H 8.7165 14.4108 -6.8102
H 7.7555 16.8913 -5.2385
H 8.8898 18.2558 -6.7070
H 7.8724 17.3061 -7.8518
H 9.5167 16.8436 -7.5517
H 10.0407 17.1980 -4.8018
H 10.4465 16.0692 -5.7951
C 12.8241 12.6365 -1.5394
C 13.3963 11.6524 -0.4783
O 12.4091 10.8477 0.0529
H 12.0052 13.2826 -1.2230
H 12.4215 12.0719 -2.3803
H 13.6839 13.2715 -1.7529
H 13.7167 12.2396 0.3823
H 14.1525 11.0368 -0.9655
H 12.0746 10.3282 -0.6818
O 6.9464 11.8505 -1.0514
H 7.4789 12.5285 -1.4674
H 6.6319 11.3128 -1.7782
O 5.4258 9.8551 -3.8760
H 4.5458 10.1122 -4.1512
H 5.6870 9.1823 -4.5047
O 7.8060 9.8106 2.5558
H 7.5112 9.9842 1.6619
H 8.5578 10.3905 2.6774